Below is C4H10N4 in the gas phase at a distorted geometry, with properties calculated with wB97M-V/def2-TZVPD.

Structure (ORCA input):
```
! RIJCOSX wB97M-V def2-TZVPD def2/J DEFGRID3
* xyz 0 1
C -0.88 0.16 -0.25
C 2.14 0.29 -0.98
H 3.21 0.21 -1.21
N 0.11 1.91 0.89
N 0.17 -0.68 0.22
H -2.50 0.30 -1.57
H -0.15 2.76 1.32
C -2.03 -0.45 -0.94
N -0.14 -1.79 1.03
N -0.86 1.43 0.04
H 0.73 1.24 1.33
C 1.49 -0.63 -0.26
H 1.66 1.22 -1.34
H -2.75 -0.91 -0.26
H -0.04 -2.69 0.65
H 1.99 -1.53 0.03
H 0.28 -1.65 1.94
H -1.57 -1.25 -1.57
*
```

Its HOMO energy is -8.07 eV. As for the energy above the lowest of the compared OMol25 structures with the same formula, charge and spin: 73.01 kcal per mole. The calculation puts the molar mass at 114.15 u.

Below is a 2-piece molecular cluster, C4H10N4 overall at a distorted geometry, with properties calculated with wB97M-V/def2-TZVPD.

Structure (ORCA input):
```
! RIJCOSX wB97M-V def2-TZVPD def2/J DEFGRID3
* xyz 2 1
N -4.25 -0.05 -0.10
H -2.12 1.52 0.60
H 1.06 2.03 -0.45
C 2.72 0.72 -0.16
N 1.16 -1.07 0.17
C 2.64 -0.83 0.02
H -4.72 0.40 0.67
H -2.65 -1.03 -0.72
H 2.97 -1.29 0.89
C -2.90 -0.23 -0.18
H 2.95 -1.55 -0.69
H 0.75 -1.82 0.73
H 3.14 0.88 -1.09
N 1.27 1.15 0.00
H 3.51 1.02 0.46
C 0.60 0.07 0.21
H -5.02 -0.55 -0.50
N -2.05 0.52 0.48
*
```

Its HOMO energy (spin up / spin down) is -18.66 / -18.42 eV. As for the energy above the lowest of the compared OMol25 structures with the same formula, charge and spin: 121.87 kcal per mole. The calculation puts the molar mass at 114.15 u.

Below is C4H10N4O in the gas phase at a distorted geometry, with properties calculated with wB97M-V/def2-TZVPD.

Structure (ORCA input):
```
! RIJCOSX wB97M-V def2-TZVPD def2/J DEFGRID3
* xyz 0 1
C 0.06 2.57 -0.02
H 0.23 -1.44 0.09
H -3.21 -1.30 1.03
N -1.33 0.66 0.03
H -3.00 -1.87 -0.71
N 1.15 -0.98 0.07
C 2.41 -1.68 -0.05
H 3.10 -1.30 0.75
C -2.91 -0.95 -0.02
N -1.52 -0.56 0.03
C 1.14 0.36 0.04
N -0.06 1.12 -0.01
H -3.59 -0.10 -0.31
H 0.48 2.90 0.94
H 2.26 -2.75 0.16
H 0.74 2.82 -0.82
O 2.16 1.06 0.03
H 2.85 -1.53 -1.07
H -0.96 2.97 -0.17
*
```

Its HOMO energy is -9.32 eV. As for the energy above the lowest of the compared OMol25 structures with the same formula, charge and spin: 41.65 kcal per mole. The calculation puts the molar mass at 130.15 u.

Below is C4H10N4O2 in the gas phase at a distorted geometry, with properties calculated with wB97M-V/def2-TZVPD.

Structure (ORCA input):
```
! RIJCOSX wB97M-V def2-TZVPD def2/J DEFGRID3
* xyz 0 1
H -2.66 1.00 -0.66
H -0.98 2.58 -0.19
H 2.55 -0.88 0.81
N 0.94 -0.89 -0.88
H 0.43 1.42 -1.78
C 1.55 0.20 -0.31
H 0.51 -1.75 0.71
O -2.45 -1.02 -0.33
H -2.40 -0.97 0.72
N -1.82 0.27 -0.54
N -0.73 -0.26 1.42
H 0.12 2.18 1.16
C -1.01 0.61 0.51
H 1.74 2.21 -0.63
H -0.11 0.15 2.12
O 1.00 -2.06 -0.10
C -0.30 1.81 0.22
H -0.04 -0.82 -1.17
C 0.93 1.49 -0.76
N 2.39 0.14 0.62
*
```

Its HOMO energy is -9.38 eV. As for the energy above the lowest of the compared OMol25 structures with the same formula, charge and spin: 94.91 kcal per mole. The calculation puts the molar mass at 146.15 u.

Below is a 2-piece molecular cluster, C4H10NO overall at a distorted geometry, with properties calculated with wB97M-V/def2-TZVPD.

Structure (ORCA input):
```
! RIJCOSX wB97M-V def2-TZVPD def2/J DEFGRID3
* xyz -1 1
H 1.12 1.22 1.39
H -3.28 1.01 0.09
O -1.09 -1.37 1.00
C 1.42 0.17 1.31
N -0.60 0.55 -2.02
H -0.97 -1.60 -0.97
H 1.73 0.31 -0.76
H 0.87 -0.41 2.05
H -0.47 1.28 -0.07
C 1.08 -0.29 -0.09
H -3.06 0.30 0.16
H 0.31 0.57 -2.48
C -0.43 0.34 -0.65
H 1.57 -1.22 -0.36
C -0.69 -0.97 -0.09
H 2.49 0.13 1.49
*
```

Its HOMO energy is -2.14 eV. As for the energy above the lowest of the compared OMol25 structures with the same formula, charge and spin: 81.85 kcal per mole. The calculation puts the molar mass at 88.13 u.

Below is a 2-piece molecular cluster, C4H10NO overall at a distorted geometry, with properties calculated with wB97M-V/def2-TZVPD.

Structure (ORCA input):
```
! RIJCOSX wB97M-V def2-TZVPD def2/J DEFGRID3
* xyz -1 1
H 0.19 -1.40 -0.33
H 1.66 -1.88 0.31
C 0.87 0.11 0.86
N 2.27 -0.05 0.90
C 1.21 -1.01 -0.17
H 1.79 0.48 -1.66
C 1.77 -0.61 -1.55
H 1.19 -1.01 -2.37
H -2.08 -0.47 0.02
O -3.55 1.00 0.01
H -1.93 0.86 1.28
H 0.40 1.03 0.53
C -2.28 0.64 0.23
H 2.82 -0.83 -1.52
H -1.49 1.05 -0.47
H 0.48 -0.39 1.76
*
```

Its HOMO energy is -2.10 eV. As for the energy above the lowest of the compared OMol25 structures with the same formula, charge and spin: 126.67 kcal per mole. The calculation puts the molar mass at 88.13 u.

Below is C4H10NO as an isolated structure at a distorted geometry, with properties calculated with wB97M-V/def2-TZVPD.

Structure (ORCA input):
```
! RIJCOSX wB97M-V def2-TZVPD def2/J DEFGRID3
* xyz 1 1
H -1.39 -0.10 1.50
H 1.28 0.12 0.21
O 0.08 -0.62 -1.32
C -1.24 0.97 1.32
H -1.92 0.13 -0.70
H -0.66 1.44 2.24
H 1.75 -2.36 0.46
H -1.08 1.10 -1.93
H -0.36 2.38 -0.21
H 2.89 -1.52 -0.25
H 1.67 -2.74 -1.07
C 1.02 -0.63 -0.51
C 1.85 -1.87 -0.45
C -1.08 0.70 -0.94
N -0.63 1.48 0.07
H -2.18 1.52 1.57
*
```

Its HOMO energy is -14.95 eV. As for the energy above the lowest of the compared OMol25 structures with the same formula, charge and spin: 62.11 kcal per mole. The calculation puts the molar mass at 88.13 u.

Below is C4H10NO as an isolated structure at a distorted geometry, with properties calculated with wB97M-V/def2-TZVPD.

Structure (ORCA input):
```
! RIJCOSX wB97M-V def2-TZVPD def2/J DEFGRID3
* xyz 1 1
H 0.97 -1.96 0.13
H 3.02 0.31 -0.82
H 1.65 1.39 -1.06
C 0.98 -1.11 0.81
H 1.52 -0.31 -1.39
C -1.26 0.06 0.12
H -3.28 -0.50 -0.40
H -0.42 0.51 -0.38
H 0.97 -1.23 1.89
O -0.86 -0.82 0.88
H 1.94 0.66 1.18
N 1.56 -0.01 0.51
H -2.88 1.17 -1.10
H -3.18 0.94 0.65
C 1.96 0.43 -0.79
C -2.71 0.47 -0.21
*
```

Its HOMO energy is -15.09 eV. As for the energy above the lowest of the compared OMol25 structures with the same formula, charge and spin: 48.69 kcal per mole. The calculation puts the molar mass at 88.13 u.

Below is a 2-piece molecular cluster, C4H10NO overall, with properties calculated with wB97M-V/def2-TZVPD.

Structure (ORCA input):
```
! RIJCOSX wB97M-V def2-TZVPD def2/J DEFGRID3
* xyz 1 1
O -2.06 3.19 -1.89
C 0.68 -1.36 0.79
C -1.41 2.18 -1.82
H 1.87 -2.31 2.25
C -0.27 -2.26 0.94
H 1.67 -0.67 2.53
H 1.80 0.19 -0.23
H 0.12 0.60 0.09
H -1.08 -2.29 0.21
H -0.24 -3.02 1.70
H -0.31 2.23 -1.81
H 0.51 -0.56 -1.16
C 0.79 -0.22 -0.16
H -1.92 1.20 -1.78
N 1.79 -1.39 1.81
H 2.68 -1.20 1.34
*
```

Its HOMO energy is -12.79 eV. As for the energy above the lowest of the compared OMol25 structures with the same formula, charge and spin: 48.74 kcal per mole. The calculation puts the molar mass at 88.13 u.

Below is an isolated ion of composition C4H10NO and charge +1 at a distorted geometry, with properties calculated with wB97M-V/def2-TZVPD.

Structure (ORCA input):
```
! RIJCOSX wB97M-V def2-TZVPD def2/J DEFGRID3
* xyz 1 1
H 2.88 1.19 -1.15
H -0.74 -0.02 -1.47
H -0.30 -2.30 -0.60
O 1.60 -0.45 -0.30
H -1.94 1.19 0.97
H 0.64 0.06 1.43
H -2.49 1.28 -0.64
C -0.88 -0.13 -0.47
H 1.98 1.32 0.48
H -2.81 -0.18 0.33
C 0.40 -0.35 0.44
C 2.52 0.71 -0.19
H -1.43 -1.84 0.76
N -2.19 0.62 0.11
C -0.68 -1.47 0.09
H 3.47 0.38 0.22
*
```

Its HOMO energy is -13.59 eV. As for the energy above the lowest of the compared OMol25 structures with the same formula, charge and spin: 72.66 kcal per mole. The calculation puts the molar mass at 88.13 u.

Below is an isolated ion of composition C4H10NO2 and charge -1 at a distorted geometry, with properties calculated with wB97M-V/def2-TZVPD.

Structure (ORCA input):
```
! RIJCOSX wB97M-V def2-TZVPD def2/J DEFGRID3
* xyz -1 1
O 0.60 -1.35 -1.89
C -0.97 -0.71 -0.27
H -1.18 0.13 -0.90
H 0.94 -0.53 -1.24
H -0.39 -2.86 -0.64
H -1.49 0.85 1.68
C -0.32 1.04 1.64
H -1.22 -2.36 -1.83
H 0.90 -0.90 1.27
C 0.22 -0.05 0.71
N 1.05 0.74 -0.32
H -0.04 0.89 2.74
C -0.34 -1.90 -1.15
H 0.71 1.73 0.00
H -1.89 -1.00 0.31
O -0.26 2.35 1.29
H 1.98 0.64 0.05
*
```

Its HOMO energy is -2.94 eV. As for the energy above the lowest of the compared OMol25 structures with the same formula, charge and spin: 108.18 kcal per mole. The calculation puts the molar mass at 104.13 u.

Below is an isolated ion of composition C4H10NO2 and charge +1 at a distorted geometry, with properties calculated with wB97M-V/def2-TZVPD.

Structure (ORCA input):
```
! RIJCOSX wB97M-V def2-TZVPD def2/J DEFGRID3
* xyz 1 1
H -2.65 0.49 0.42
C -0.60 0.10 0.52
H -1.43 1.75 1.41
H 2.66 0.27 0.16
H 1.83 -1.06 0.62
H -0.44 -0.77 1.18
H -2.40 -1.10 0.25
C 0.64 0.32 -0.34
O 1.95 -0.99 -1.85
C 0.84 -0.64 -1.56
O -0.60 1.29 1.30
H 1.68 0.25 1.57
H 0.02 -0.89 -2.25
C -1.96 -0.16 -0.12
H 0.67 1.36 -0.68
H -1.98 -0.20 -1.20
N 1.78 -0.03 0.59
*
```

Its HOMO energy is -14.79 eV. As for the energy above the lowest of the compared OMol25 structures with the same formula, charge and spin: 51.45 kcal per mole. The calculation puts the molar mass at 104.13 u.